68
Properties=species:S:1:pos:R:3:forces:R:3:mulliken_charge:R:1 method="wB97M-V/def2-TZVPD" orbital_gap_ev="6.881 / 6.880" energy_ha=-9106.71010 charge=+1
Ir -0.0229 -0.4860 0.3409 0.1 -0.3 0.2 1.320
Br 4.8114 -1.8378 -0.4834 0.0 0.0 0.0 -0.114
Br 5.3245 -0.1964 4.8896 0.0 0.0 0.0 -0.175
As -2.0424 -1.3511 -0.8026 -0.1 0.2 -0.3 1.074
Si 0.7383 2.0626 -1.4237 0.0 0.1 0.0 0.175
O 1.8117 -1.0847 0.0648 -0.3 0.0 0.0 -0.917
N 0.7626 -0.1260 2.1927 0.4 0.2 -0.1 -0.171
C -2.0273 -0.5602 -3.5599 0.0 0.0 0.0 -1.296
C -5.9307 -1.6178 0.7237 0.0 0.0 0.0 -0.803
C 1.0539 0.8795 -2.8371 0.0 0.0 0.0 -0.770
C -3.9734 1.4057 -3.3092 0.0 0.0 0.0 -0.850
C -3.3646 -1.4338 1.7651 0.0 0.0 0.0 -0.196
C -4.8469 -1.4999 -0.1322 0.0 0.0 0.0 -0.225
C -1.8516 -3.1759 -1.3826 0.0 0.0 0.0 0.459
C 4.2331 -0.4692 3.3803 0.0 0.0 0.0 -0.146
C 4.7812 -0.9650 2.2314 0.0 0.0 0.0 -0.373
C -4.4515 -1.5602 2.6186 0.0 0.0 0.0 -0.740
C -3.5619 -1.3954 0.3908 0.1 -0.1 0.0 0.414
C -2.6664 -0.3641 -2.3378 0.1 -0.1 0.0 0.649
C -2.6279 -3.6804 -2.4201 0.0 0.0 0.0 -0.092
C 2.6581 -0.9154 1.0971 -0.2 0.1 0.1 0.098
C -3.3426 1.2034 -4.5283 0.0 0.0 0.0 -0.597
C -0.9841 -4.0063 -0.6819 0.0 0.0 0.0 -0.319
C -1.6664 -5.8545 -2.0544 0.0 0.0 0.0 -0.478
C -2.5302 -5.0231 -2.7528 0.0 0.0 0.0 -0.802
C 2.1014 -0.3984 2.2838 0.0 0.0 -0.1 0.848
C 0.8140 0.6678 4.4299 -0.1 0.0 0.0 -1.026
C -2.3690 0.2214 -4.6528 0.0 0.0 0.0 -0.588
C -0.8932 -5.3482 -1.0197 0.0 0.0 0.0 -0.772
C 2.8479 -0.1547 3.4444 0.0 0.0 -0.1 0.284
C -0.0013 3.6568 -2.0707 0.1 -0.1 0.0 -1.148
C 2.3008 2.3978 -0.4470 0.0 -0.1 0.0 -0.933
C -3.6367 0.6240 -2.2127 0.0 0.1 0.1 -0.590
C -0.5807 1.3742 -0.2202 0.0 -0.1 0.2 -0.815
C 0.1413 0.3983 3.2328 0.0 -0.1 0.0 -0.011
C -5.7337 -1.6461 2.0983 0.0 0.0 0.0 -0.508
C 4.0010 -1.1863 1.0726 -0.1 0.0 0.1 -0.062
C 2.1538 0.3954 4.5387 0.1 0.0 0.0 -0.548
H 5.8366 -1.1935 2.1897 0.0 0.0 0.0 0.452
H -0.2168 -5.9959 -0.4788 0.0 0.0 0.0 0.419
H -3.1308 -5.4201 -3.5602 0.0 0.0 0.0 0.416
H -3.6101 1.8101 -5.3828 0.0 0.0 0.0 0.423
H -0.3722 -3.6113 0.1217 0.0 0.0 0.0 0.190
H -4.1373 0.7881 -1.2645 0.1 0.0 -0.1 0.539
H 0.6914 4.1577 -2.7502 0.0 0.0 0.0 0.351
H -3.3036 -3.0374 -2.9707 0.0 0.0 0.0 0.364
H 1.2972 -0.1268 -2.4884 0.0 0.0 0.0 0.263
H -0.5892 1.9949 0.6860 0.1 0.1 -0.1 0.695
H -1.2600 -1.3186 -3.6660 0.0 0.0 0.0 0.540
H 1.8955 1.2267 -3.4397 0.0 0.0 0.0 0.530
H -1.5566 1.4585 -0.7011 -0.1 -0.1 0.0 0.287
H -6.9299 -1.6927 0.3162 0.0 0.0 0.0 0.420
H -0.9239 3.4622 -2.6214 0.0 0.0 0.0 0.323
H -0.2294 4.3501 -1.2595 0.0 0.0 0.0 0.341
H -4.7313 2.1710 -3.2091 0.0 0.0 0.0 0.447
H -2.3600 -1.3859 2.1717 0.0 0.0 0.0 0.306
H -4.2963 -1.5980 3.6885 0.0 0.0 0.0 0.416
H 2.1709 3.2613 0.2082 0.0 0.0 0.0 0.325
H -5.0094 -1.4891 -1.2041 0.0 0.0 0.1 0.417
H -0.9133 0.6101 3.1100 0.0 0.0 0.0 0.562
H 2.6031 1.5468 0.1690 0.0 0.0 0.0 0.173
H 2.6866 0.6039 5.4565 0.0 0.0 0.0 0.382
H -6.5817 -1.7409 2.7628 0.0 0.0 0.0 0.397
H 0.1798 0.8229 -3.4900 0.1 0.0 0.0 0.108
H 0.2635 1.0955 5.2546 0.0 0.0 0.0 0.424
H -1.8740 0.0629 -5.6017 0.0 0.0 0.0 0.466
H -1.5942 -6.9007 -2.3188 0.0 0.0 0.0 0.395
H 3.1323 2.6152 -1.1199 0.0 0.0 0.0 0.371